C6H6 | ωB97M-V/def2-TZVPD

```
12
Properties=species:S:1:pos:R:3:forces:R:3
C 0.633 1.600 0.805 0.01 0.02 0.04
C 1.008 0.758 -0.336 0.28 -0.22 -0.33
C 1.493 0.041 -1.254 -0.14 0.43 0.52
C -0.197 -0.398 -1.086 -0.42 -0.23 -0.09
C -0.317 -1.670 -0.384 -0.03 -0.36 0.20
C -0.427 -2.704 0.221 0.05 0.34 -0.19
H -0.130 2.338 0.539 0.12 -0.11 0.02
H 0.275 0.991 1.641 0.06 0.08 -0.13
H 1.530 2.134 1.133 -0.12 -0.07 -0.04
H -0.391 -0.500 -2.153 0.04 0.01 0.15
H -0.981 0.285 -0.725 0.14 -0.06 -0.04
H -0.513 -3.627 0.751 0.01 0.17 -0.11
```
Forces are in eV/Å.

Output
Kohn-Sham gap (eV): 10.632
Relative energy (zero: lowest compared OMol25 entry of this formula, charge and spin) (kcal per mole): 140.6
HOMO energy (eV): -9.78

Here are the natural (NBO) charges for atoms 1 to 5, given in e: -0.68 -0.04 -0.07 -0.47 -0.01